Formula: C9H24NSi3
Source: the Open Molecules 2025 dataset
Level of theory: ωB97M-V/def2-TZVPD

Properties
- max |F| (eV Å⁻¹) = 10.0
- calculated total energy (hartree) = -1280.476169
- total charge = -1
- orbital gap (hartree) = 0.2118

Structure (XYZ):
```
37
Properties=species:S:1:pos:R:3:forces:R:3:mulliken_charge:R:1
C 1.618450 -4.171736 2.264829 -8.7895 -2.9236 -3.6649 -0.34
C 0.377226 -4.738496 1.844401 7.3485 4.3398 2.9165 -0.19
C -1.208576 -5.180838 1.549262 2.6811 -1.2256 -0.2194 -0.43
Si -2.397517 -3.715879 1.943930 1.0301 0.6727 0.5797 0.46
H 2.530375 -3.401220 2.267844 -2.5021 -2.2577 -0.0309 0.31
H -1.427644 -6.163875 2.183947 0.4747 2.1134 -1.5404 0.33
H -1.247534 -5.408556 0.392058 0.1247 0.1947 2.4000 0.27
H -1.553534 -2.611167 2.467080 -0.1119 -0.1712 -0.0662 -0.09
H -3.339638 -4.019575 3.050220 -0.0967 -0.3071 -0.2543 -0.18
H -3.081376 -3.156267 0.766119 -0.1631 -0.3762 -0.1372 -0.10
C 2.220743 -0.523982 1.040315 0.0486 -0.2513 -0.0837 -0.91
Si 1.108265 0.309341 -0.242031 -0.2938 3.2174 1.3679 0.02
C -0.467333 -0.703196 -0.334858 -0.1166 -0.6287 -0.1677 -0.89
C 1.995433 0.193768 -1.890184 0.1919 -0.5404 -0.3144 -1.06
N 0.826748 1.953563 0.260831 -0.8394 -0.7353 -1.7394 -0.27
Si -0.165786 3.023195 -0.691163 2.0385 -1.7358 2.2221 0.20
C -1.934952 2.421036 -0.854998 -0.4733 0.2413 -0.3043 -1.05
C 0.530078 3.325655 -2.406430 -0.2353 0.3687 -0.4692 -1.05
C -0.235278 4.702788 0.176584 -0.1949 0.1136 -0.2595 -1.03
H 2.415189 -1.559354 0.751389 0.0835 -0.1747 0.0108 0.09
H 3.179902 -0.004440 1.117524 -0.0765 0.0420 0.0059 0.29
H 1.743434 -0.527153 2.024424 0.0017 0.0625 -0.0493 0.31
H -0.225683 -1.766446 -0.427618 -0.0677 -0.1975 -0.0065 0.32
H -1.072823 -0.430908 -1.202507 -0.0199 0.0341 0.0473 0.33
H -1.070236 -0.572998 0.568529 0.0689 0.0848 -0.0631 0.19
H 2.868603 0.852584 -1.911588 -0.1247 0.0108 0.0431 0.24
H 1.338661 0.455798 -2.722642 0.0316 0.0490 0.0161 0.31
H 2.342498 -0.830359 -2.059730 0.0882 -0.0892 -0.1323 0.36
H -2.009855 1.564512 -1.530402 -0.0044 0.0074 0.0816 0.31
H -2.562577 3.216758 -1.265812 -0.1989 0.0350 -0.0624 0.36
H -2.345185 2.139208 0.119996 0.1251 -0.0190 -0.0821 0.23
H 1.592872 3.581334 -2.357946 -0.0833 -0.0896 0.0608 0.24
H 0.005315 4.158688 -2.884159 0.0042 0.0897 -0.1623 0.36
H 0.409028 2.452851 -3.051749 0.0566 -0.0014 0.0180 0.31
H 0.766632 5.131487 0.271531 -0.0456 -0.0753 0.0275 0.25
H -0.671798 4.605692 1.174478 0.0674 -0.0316 -0.0349 0.25
H -0.852126 5.398185 -0.401474 -0.0278 0.1544 0.0469 0.27
```
Positions in Å, forces in eV/Å.